(1)
{
  "formula": "C4H2O2Y",
  "method": "ωB97M-V/def2-TZVPD",
  "charge": 2,
  "homo_lumo_gap_ev": [6.92, 8.88],
  "fmax_ev_per_a": 2.6,
  "spin_multiplicity": 2,
  "de_lowest_kcal_mol": 0.00,
  "lumo_energy_ev": [-10.73, -10.92],
  "species": ["O", "H", "C", "C", "C", "C", "O", "Y", "H"],
  "positions_angstrom": [[-1.1918, -1.5237, -0.2264], [-2.1282, -1.2904, -0.1484], [-1.0090, 2.0005, -0.0007], [-0.8858, 0.7777, 0.2154], [-0.3739, -0.5313, 0.1040], [1.0538, -0.6430, 0.0592], [1.8009, 0.3688, 0.0362], [1.2358, 2.4860, 0.0046], [1.4981, -1.6446, -0.0439]],
  "atomic_forces_ev_per_a": [[1.768, 0.197, 0.699], [-0.270, 0.047, 0.006], [1.239, -0.308, 0.404], [0.810, 1.569, -0.394], [-1.380, -0.529, -0.733], [-0.962, -2.359, -0.374], [0.009, 2.273, 0.220], [-1.149, -1.190, 0.072], [-0.065, 0.300, 0.100]]
}

=====

(2)
{
  "formula": "C4H2O3",
  "method": "ωB97M-V/def2-TZVPD",
  "charge": 0,
  "homo_lumo_gap_ev": [7.50, 7.62],
  "fmax_ev_per_a": 2.9,
  "spin_multiplicity": 1,
  "de_lowest_kcal_mol": 123.63,
  "lumo_energy_ev": [-1.87, -1.58],
  "species": ["C", "C", "C", "C", "O", "O", "O", "H", "H"],
  "positions_angstrom": [[0.9029, 0.8845, 0.0296], [0.9958, -0.5324, -0.0240], [-1.8130, -0.1373, 0.0715], [-1.1510, -1.2271, -0.0558], [0.0849, -1.5095, -0.0296], [-2.6913, 0.6224, 0.0227], [-0.1488, 1.5116, 0.0307], [1.8887, 1.2747, 0.1508], [1.9317, -0.8869, -0.1958]],
  "atomic_forces_ev_per_a": [[-1.650, -1.548, 0.289], [-0.713, 0.365, 0.096], [-1.836, 1.958, -0.526], [-2.026, -1.800, 0.308], [2.524, 0.617, -0.322], [-0.154, -0.116, 0.360], [0.382, 0.783, 0.026], [0.896, 1.093, -0.108], [2.576, -1.352, -0.123]]
}

=====

(3)
{
  "formula": "C4H2O7",
  "method": "ωB97M-V/def2-TZVPD",
  "charge": -2,
  "homo_lumo_gap_ev": 8.10,
  "fmax_ev_per_a": 3.8,
  "spin_multiplicity": 1,
  "de_lowest_kcal_mol": 0.00,
  "lumo_energy_ev": 6.26,
  "species": ["C", "C", "C", "C", "O", "O", "O", "O", "O", "O", "O", "H", "H"],
  "positions_angstrom": [[1.1771, -2.6634, 2.2817], [-1.4559, 1.6880, -1.3160], [1.0555, -1.4324, 1.4449], [-1.8467, 0.2705, -1.0878], [0.6955, -2.6662, 3.4136], [-0.3077, 1.8725, -1.7273], [1.6076, -3.6643, 1.6698], [-2.3242, 2.5587, -1.1636], [-0.7986, -0.4863, -1.3678], [1.8054, -0.4455, 1.5715], [-3.0174, -0.1437, -0.9557], [0.2551, -1.5141, 0.7319], [-0.1385, 0.2354, -1.6690]],
  "atomic_forces_ev_per_a": [[-0.394, -1.509, -0.257], [-2.021, 3.038, 0.427], [2.315, 1.790, 1.303], [-2.942, -2.191, -0.926], [-0.367, 0.751, 1.391], [2.214, -0.464, -0.710], [0.687, -0.050, -0.739], [-0.354, 0.036, 0.257], [0.250, -0.561, -0.012], [-1.555, -1.599, -0.662], [2.981, 0.609, 0.287], [-0.544, 0.475, -0.880], [-0.272, -0.326, 0.521]]
}

=====

(4)
{
  "formula": "C4H2OS",
  "method": "ωB97M-V/def2-TZVPD",
  "charge": 0,
  "homo_lumo_gap_ev": [7.28, 7.24],
  "fmax_ev_per_a": 6.4,
  "spin_multiplicity": 1,
  "de_lowest_kcal_mol": 154.79,
  "lumo_energy_ev": [-2.04, -2.02],
  "species": ["C", "C", "C", "C", "O", "S", "H", "H"],
  "positions_angstrom": [[-0.3384, -2.4388, 0.1306], [-0.6601, 2.5689, -0.4647], [-0.0071, -1.3206, -0.0999], [-0.1743, 1.4566, -0.4790], [2.1812, -0.3965, 1.4525], [0.7948, 0.0442, -0.7036], [-0.5968, -3.2886, 0.6586], [-1.1993, 3.3749, -0.4946]],
  "atomic_forces_ev_per_a": [[-0.198, -0.030, 0.451], [2.879, -5.714, 0.107], [0.278, 1.870, -0.809], [-0.172, 0.274, 0.039], [-0.185, 0.130, -0.320], [0.289, 0.575, 0.285], [-0.387, -1.360, 0.324], [-2.504, 4.256, -0.077]]
}